(1)
Entry from OMol25: 2 unconnected molecules or ions with the total composition C7H14OS (ωB97M-V/def2-TZVPD).

Each line ends with the Mulliken spin population.
Cartesian coordinates (Å):
C  -3.1130  1.1743  -0.2204  0.8877
C  -4.4343  0.5295  -0.2114  -0.0294
C  -3.1509  0.0798  0.5020  0.9632
C  0.1809  -0.2630  -1.4453  -0.0148
C  0.4355  1.1599  0.6264  -0.0147
C  2.3396  -0.3011  -0.0777  0.0057
C  0.8229  -0.1491  -0.0655  -0.0080
O  0.6206  -2.7183  0.3053  0.0042
S  0.1852  -1.3532  1.0801  0.0083
H  0.0454  -2.8378  -0.3929  0.0003
H  -2.5409  1.9693  -0.4306  0.0004
H  -5.1595  1.0294  0.4005  0.1113
H  -4.9018  0.0622  -1.0712  0.0753
H  -2.7953  -0.5485  1.3317  -0.0247
H  0.2500  -1.2118  -1.8770  -0.0037
H  -0.8396  0.0658  -1.3796  0.0269
H  0.5497  0.5497  -2.1533  -0.0024
H  0.2450  1.0245  1.7223  0.0002
H  -0.5384  1.5585  0.2455  0.0153
H  1.3205  1.8648  0.4861  0.0006
H  2.8956  0.1159  -0.9294  -0.0007
H  2.6898  0.2554  0.8656  -0.0001
H  2.5120  -1.4896  0.0718  -0.0008

## Properties
E_HOMO (spin up / spin down)   -5.5490 / -8.6348 eV
E   -748.23140 Eh
Energy relative to the best compared isomer or geometry (same formula, charge and spin)   4.014 eV
Spin multiplicity   3
Frontier orbital gap (spin up / spin down)   6.300 / 6.690 eV

***

(2)
Entry from OMol25: a gas-phase ion, C6H15N2 (charge +1) (ωB97M-V/def2-TZVPD).

Each line ends with the Löwdin charge.
Cartesian coordinates (Å):
C  -2.3514  -1.3297  0.8599  -0.0985
C  -0.9466  -1.0709  1.3959  -0.2744
C  0.2331  -1.4664  0.5086  -0.2220
C  0.1173  -0.9718  -0.9007  -0.1726
C  -0.2491  0.5536  -1.0969  -0.1590
N  0.8978  1.4179  -1.1903  0.0789
C  1.5734  1.7650  -0.1323  -0.1015
N  2.5002  2.7172  -0.1563  0.1953
H  -3.0932  -1.2994  1.6553  0.0794
H  -2.4657  -2.3433  0.4561  0.0857
H  -2.6354  -0.6196  0.0831  0.0654
H  -0.8869  -1.4376  2.4184  0.1110
H  -0.9340  0.0036  1.6240  0.0923
H  1.1649  -1.1440  0.9987  0.1059
H  0.2477  -2.5524  0.5527  0.1200
H  -0.5918  -1.5624  -1.4799  0.1170
H  1.0558  -1.0396  -1.4693  0.1187
H  -0.8581  0.5162  -2.0006  0.1334
H  -1.0070  0.8376  -0.3687  0.1095
H  1.0421  1.8831  -2.0748  0.1754
H  1.4359  1.0597  0.6845  0.1608
H  2.4898  3.4063  -0.8860  0.1336
H  3.2611  2.6768  0.5187  0.1460

## Properties
Charge   +1
E_HOMO   -14.3211 eV
E   -346.87658 Eh
Energy relative to the best compared isomer or geometry (same formula, charge and spin)   0.979 eV
Frontier orbital gap   10.466 eV